{
  "formula": "C2H9N3O2",
  "method": "ωB97M-V with the def2-TZVPD basis set",
  "symbols": ["H", "N", "N", "O", "H", "N", "C", "C", "O", "H", "H", "H", "H", "H", "H", "H"],
  "coordinates": [[0.3753, 3.1180, -0.9878], [0.6642, 2.6189, -0.1264], [-0.2470, 2.2073, 0.6038], [-1.5177, 2.2255, 0.1620], [-1.5811, 2.5183, -0.7739], [0.3600, 0.0997, -0.9167], [0.7373, -0.9178, 0.0501], [-0.4647, -1.8076, 0.3871], [-0.1269, -2.8566, 1.2726], [0.1230, -0.3418, -1.8019], [1.0000, 1.0517, -0.9073], [1.5570, -1.5644, -0.2998], [1.0739, -0.4029, 0.9570], [-0.8286, -2.2950, -0.5220], [-1.2729, -1.1843, 0.7912], [0.1482, -2.4690, 2.1118]],
  "atomic_forces_ev_per_a": [[-0.48, -0.43, -0.07], [-0.67, 0.93, 1.39], [1.01, 0.31, -0.73], [-0.48, 0.49, -0.11], [0.33, -0.07, 0.25], [1.17, 1.99, -0.23], [0.23, 0.10, -0.02], [0.08, 0.38, -0.13], [0.12, -0.07, 0.22], [0.56, 0.61, -0.04], [-1.82, -4.14, -0.57], [-0.05, 0.06, 0.18], [-0.01, -0.12, 0.01], [-0.02, 0.07, 0.04], [0.05, -0.05, -0.09], [-0.04, -0.06, -0.10]],
  "e_homo_ev": -8.858,
  "relative_energy_kcal_mol": 105.4,
  "max_force_ev_per_a": 4.6,
  "total_energy_ha": -396.21184,
  "smiles": "[H]/N=N\\O.NCCO"
}